# H16O8

A 8-piece molecular cluster, H16O8 overall (the ωB97M-V functional and the def2-TZVPD basis, the Open Molecules 2025 dataset).

Positions of all 24 atoms, in Å:
O -0.07 -0.87 1.04
H -0.93 -0.88 0.61
H 0.54 -0.69 0.33
O -7.65 -2.96 0.33
H -6.91 -2.37 0.16
H -7.69 -3.01 1.29
O 1.57 -0.96 -3.59
H 1.98 -0.15 -3.88
H 2.03 -1.65 -4.06
O -3.85 -1.83 -5.01
H -3.53 -1.22 -4.34
H -3.25 -1.73 -5.74
O -4.11 1.03 -0.48
H -3.48 1.75 -0.44
H -4.83 1.30 0.09
O 5.24 2.33 1.25
H 5.57 3.16 1.59
H 5.00 2.52 0.34
O 6.50 -1.86 2.89
H 7.12 -1.42 3.47
H 6.03 -1.14 2.46
O 1.38 3.77 4.16
H 1.21 2.87 3.89
H 2.15 4.03 3.65

Output
E_LUMO = 0.006 hartree
ΔE to the lowest compared entry with this formula, charge and spin = 285.6 kJ/mol
maximum force = 0.291 eV/Å
structure (SMILES) = O.O.O.O.O.O.O.O

What are the Mulliken partial charges on each atom? They are as follows, in elementary charge units: atom 1 (O): -0.64, atom 2 (H): 0.32, atom 3 (H): 0.32, atom 4 (O): -0.64, atom 5 (H): 0.32, atom 6 (H): 0.32, atom 7 (O): -0.64, atom 8 (H): 0.32, atom 9 (H): 0.32, atom 10 (O): -0.63, atom 11 (H): 0.32, atom 12 (H): 0.32, atom 13 (O): -0.63, atom 14 (H): 0.32, atom 15 (H): 0.31, atom 16 (O): -0.63, atom 17 (H): 0.32, atom 18 (H): 0.32, atom 19 (O): -0.64, atom 20 (H): 0.31, atom 21 (H): 0.32, atom 22 (O): -0.64, atom 23 (H): 0.33, atom 24 (H): 0.31